Formula: C17H19N
Source: the OMol25 dataset
Level of theory: ωB97M-V/def2-TZVPD

Its structure (SMILES) is Cc1c[nH]c2ccccc12.CCc1ccccc1. As for the net charge: 0. The HOMO-LUMO gap is 8.566 eV. As for the HOMO energy: -0.2868 hartree. As for the multiplicity: 1. The value obtained for the total energy is -713.8504 hartree.

Structure (XYZ):
```
37
Properties=species:S:1:pos:R:3:forces:R:3
C 3.75021 -0.30181 2.56950 -0.545 -2.206 -0.354
C 2.41408 0.20638 2.21695 -1.627 0.481 -0.768
C 1.60574 -0.37847 1.26650 0.309 2.967 1.123
N 0.43447 0.39622 1.13944 1.458 -1.617 0.270
C 0.34699 1.23598 2.18904 1.536 0.826 1.417
C -0.68748 2.09223 2.57517 -0.880 -0.701 -1.975
C -0.39893 2.87607 3.62049 1.284 0.967 2.616
C 0.88926 2.81659 4.31597 -2.009 3.940 1.503
C 1.97202 2.15496 3.87766 1.580 -0.919 0.424
C 1.61869 1.22869 2.88683 0.545 -1.150 -2.227
H 3.49850 -1.38591 2.58898 0.801 0.304 0.784
H 4.03258 0.04975 3.53033 0.557 0.077 0.842
H 4.58395 -0.31315 1.87161 -0.119 0.930 -0.291
H 1.94396 -1.04241 0.53895 -0.021 -1.193 -1.108
H -0.34286 -0.00916 0.70843 -1.355 -0.378 -0.624
H -1.63048 2.14448 1.96827 0.937 0.041 0.824
H -1.08152 3.63050 4.02054 0.005 -0.433 -0.251
H 0.95794 3.60957 5.15485 0.113 -1.454 -1.367
H 3.06652 2.29850 4.29213 -2.538 -0.510 -0.794
C -2.31282 1.27705 -2.50271 -2.115 -2.863 4.199
C -2.15891 -0.15470 -1.71677 1.957 1.503 0.901
C -1.47734 -1.33786 -2.35696 -1.148 0.660 -1.897
C -0.56187 -0.96583 -3.37375 -1.095 -2.035 1.938
C -0.06529 -1.91875 -4.21396 1.745 0.400 -1.529
C -0.57194 -3.19740 -4.07209 -1.071 -1.428 1.107
C -1.49727 -3.64509 -3.09586 1.488 4.504 -0.018
C -1.96906 -2.63013 -2.20394 -0.561 -1.373 -1.125
H -3.30411 1.29734 -2.86047 -0.897 0.201 -1.181
H -1.56040 1.40493 -3.15222 2.190 0.603 -2.645
H -2.26006 2.05255 -1.75052 0.127 0.170 0.238
H -1.40995 0.10876 -0.93590 -0.744 0.019 0.085
H -3.03553 -0.52102 -1.21531 -0.662 0.381 0.168
H -0.45042 0.06213 -3.33942 1.285 1.557 -0.834
H 0.75422 -1.67720 -5.00835 -1.837 -0.498 1.403
H -0.37242 -3.97004 -4.75120 0.970 -0.719 -1.165
H -1.81439 -4.63365 -3.13397 -0.721 -1.471 0.181
H -2.90608 -2.86009 -1.64825 1.057 0.416 0.134
```
Positions in Å, forces in eV/Å.

Results of the Mulliken charge analysis, in e, for atoms 1 through 8: -1.327 0.692 -0.852 0.069 -0.154 -0.452 -0.411 -0.404